Record 1
{
  "formula": "C3H6N2O",
  "method": "ωB97M-V/def2-TZVPD",
  "symbols": ["C", "C", "N", "C", "O", "N", "H", "H", "H", "H", "H", "H"],
  "positions_angstrom": [[-0.02533, 0.29319, 0.24574], [-0.89864, 1.01862, -0.65831], [-1.19252, -0.35486, 0.78811], [2.15797, -0.38237, 0.01685], [-1.93307, -1.20631, -0.02178], [0.95985, -0.56770, -0.32963], [-2.40070, -1.77074, 0.60821], [0.29133, 0.94986, 1.08267], [-1.53766, 1.81941, -0.31641], [-0.84061, 0.80672, -1.71716], [2.93677, -0.99649, -0.42203], [2.48262, 0.39067, 0.72374]],
  "energy_ha": -302.45232,
  "total_charge": 0,
  "lumo_ev": [0.6022, 0.4521],
  "multiplicity": 1,
  "de_lowest_kcal_mol": 151.09,
  "homo_energy_ha": [-0.2987, -0.3127]
}

=====

Record 2
{
  "formula": "C7H7NO3",
  "method": "ωB97M-V/def2-TZVPD",
  "symbols": ["C", "C", "C", "C", "C", "C", "C", "N", "O", "O", "O", "H", "H", "H", "H", "H", "H", "H"],
  "positions_angstrom": [[2.71469, 0.41506, 0.93245], [1.72237, 1.16533, 0.29164], [2.40976, -0.90007, 0.68326], [0.86785, 0.24740, -0.31518], [-1.85774, -0.51552, -0.07827], [-1.16239, -0.58897, -1.51591], [-0.29595, 0.46481, -1.06963], [-2.52590, 0.61628, -0.00935], [-1.66479, -1.38246, 0.75626], [1.31597, -1.00914, -0.06169], [-3.31299, 0.71894, 1.09949], [3.53970, 0.78539, 1.50556], [1.62730, 2.23257, 0.25661], [2.89836, -1.80739, 0.98105], [-0.72361, -1.57551, -1.61601], [-1.86204, -0.33061, -2.29980], [-0.58254, 1.49123, -1.24513], [-3.10806, -0.02736, 1.70466]],
  "energy_ha": -551.27123,
  "total_charge": 0,
  "lumo_ev": [-1.2904, -1.2494],
  "multiplicity": 1,
  "de_lowest_kcal_mol": 109.36,
  "homo_energy_ha": [-0.2846, -0.2922]
}

=====

Record 3
{
  "formula": "C5H7NO",
  "method": "ωB97M-V/def2-TZVPD",
  "symbols": ["C", "C", "C", "C", "N", "C", "O", "H", "H", "H", "H", "H", "H", "H"],
  "positions_angstrom": [[0.14507, 0.83808, -1.61961], [0.28238, 0.88255, -0.09907], [-0.31845, -0.31986, 0.62596], [-1.23421, -1.15744, -0.15066], [-1.92367, -1.82861, -0.79215], [0.36361, -0.96520, 1.76056], [-0.73260, -0.09259, 1.96333], [0.46324, -0.12473, -2.03278], [0.75843, 1.61708, -2.07886], [-0.89091, 0.99938, -1.93020], [1.33784, 0.96223, 0.18387], [-0.21775, 1.77281, 0.29784], [0.17780, -2.01369, 1.98809], [1.33413, -0.57251, 2.06175]],
  "smiles": "CC[C@@]1(C#N)CO1",
  "energy_ha": -324.65795,
  "total_charge": 0,
  "lumo_ev": 0.8360,
  "multiplicity": 1,
  "de_lowest_kcal_mol": 41.74,
  "homo_energy_ha": -0.4088
}

=====

Record 4
{
  "formula": "C4H39NO16",
  "method": "ωB97M-V/def2-TZVPD",
  "symbols": ["C", "N", "C", "C", "C", "O", "H", "H", "H", "H", "H", "H", "H", "H", "H", "H", "H", "O", "H", "H", "O", "H", "H", "O", "H", "H", "O", "H", "H", "O", "H", "H", "O", "H", "H", "O", "H", "H", "O", "H", "H", "O", "H", "H", "O", "H", "H", "O", "H", "H", "O", "H", "H", "O", "H", "H", "O", "H", "H", "O"],
  "positions_angstrom": [[1.54191, -2.40892, 0.19267], [0.57351, -1.76402, -0.70189], [0.06995, -0.51093, -0.09022], [-0.53936, -2.67037, -0.99538], [-1.28113, -2.15276, -2.21878], [-2.46495, -2.37391, -2.35885], [1.08692, -2.81320, 1.11445], [2.05827, -3.25443, -0.36012], [2.34450, -1.70619, 0.49109], [0.88867, 0.16143, 0.17499], [-0.43560, -0.69428, 0.81067], [-0.60294, 0.00507, -0.84019], [-1.26704, -2.85540, -0.13588], [-0.21324, -3.68647, -1.22169], [-0.73720, -1.60946, -2.94811], [-2.19879, -1.47129, 2.17483], [-3.65222, -0.93837, 2.54298], [-2.81121, -0.66792, 2.15867], [-1.73143, 3.57539, 0.93705], [-0.31232, 3.02362, 0.64740], [-1.25946, 2.74996, 0.73198], [-2.34964, 1.54201, 0.14717], [-2.95712, 0.16795, 0.71557], [-2.95810, 0.80511, -0.06674], [-1.10864, 1.75342, 2.12167], [-1.84122, 0.59788, 2.81014], [-1.09933, 1.27026, 2.94470], [-0.20649, 1.96744, -3.33987], [-0.77555, 0.61591, -3.26069], [0.03205, 1.05901, -3.53575], [0.83443, 2.22405, 3.45237], [2.14305, 1.81000, 2.82495], [1.69651, 2.52803, 3.14509], [-1.43889, 2.91753, -1.51449], [-2.23105, 2.20714, -2.54131], [-1.59374, 2.91054, -2.44171], [2.84046, 0.79491, 1.11268], [3.70306, 0.11905, 2.23437], [2.77499, 0.36625, 1.97437], [-0.36316, -2.07348, 2.58317], [-1.10040, -3.27119, 3.04600], [-1.03288, -2.64601, 2.31820], [3.61515, 2.04322, -0.66750], [2.54951, 1.04543, -1.12980], [2.85137, 1.63643, -0.38602], [-2.94105, -0.38211, -2.96404], [-2.65500, 0.39594, -1.67673], [-2.39537, 0.33658, -2.61801], [2.04707, -3.05793, -3.93613], [1.47591, -2.62657, -2.62898], [1.49641, -3.36085, -3.21900], [0.06453, -0.00044, 3.16625], [1.42918, -0.42316, 2.66864], [0.64294, -0.74883, 3.13950], [1.41913, 3.26099, 1.59445], [1.73351, 2.79078, 0.18047], [1.20147, 3.44456, 0.67873], [1.44735, 0.59665, -2.75909], [1.78203, -0.67532, -1.94291], [2.21062, 0.12131, -2.33541]],
  "energy_ha": -1434.44992,
  "total_charge": 0,
  "lumo_ev": 0.0847,
  "multiplicity": 1,
  "de_lowest_kcal_mol": 31.08,
  "homo_energy_ha": -0.3565
}

=====

- Number 2 is which compound?
  C7H7NO3